DFT (the ωB97M-V functional and the def2-TZVPD basis) results for an isolated molecule of C10H15NSi in a non-equilibrium geometry.

The geometry in XYZ format:
```
27
Properties=species:S:1:pos:R:3:forces:R:3
C 3.445110 0.940739 0.031903 1.108 0.053 0.060
C 2.195211 1.355077 -0.442135 1.574 -0.282 1.789
C 3.617862 -0.427229 0.213787 0.268 1.910 -0.999
C 1.166826 0.469379 -0.455684 -0.997 -2.745 -1.086
C 2.653246 -1.338191 -0.026358 -1.567 -1.660 0.879
C 1.321485 -0.947949 -0.272837 1.020 0.707 0.661
C -2.287523 0.595373 -0.034401 0.668 0.568 0.235
C -2.854658 1.392400 -1.120868 -4.101 0.708 -1.292
C -1.674678 1.346170 1.071627 -1.247 0.858 2.606
C -1.620080 -1.636353 0.690531 -0.649 -0.073 -2.141
N -2.146333 -0.633404 -0.227597 -1.174 -1.558 0.131
Si -0.041393 -2.251265 -0.223450 -0.935 1.257 0.192
H 4.356934 1.584856 0.255652 -1.644 -0.520 -0.565
H 1.969904 2.371315 -0.526638 -0.158 1.505 -0.534
H 4.559401 -0.827901 0.357365 1.985 -0.393 0.790
H 0.218690 0.805115 -0.820251 -0.500 0.224 0.120
H 2.997991 -2.372594 0.201903 -0.886 0.511 -0.548
H -2.085522 1.838630 -1.740657 -0.079 0.148 -0.306
H -3.649223 2.178098 -0.826912 1.868 -0.548 0.268
H -3.623220 0.772011 -1.692549 1.763 0.260 0.071
H -1.640379 0.716045 1.966048 0.709 -0.097 -0.158
H -2.249563 2.214010 1.496072 0.153 -0.548 -1.026
H -0.713397 1.733306 0.795979 0.600 0.029 0.049
H -1.309591 -1.256631 1.679303 -0.447 -0.536 -0.010
H -2.394185 -2.535512 0.638702 1.733 1.844 0.645
H -0.115184 -2.689217 -1.600257 -0.525 -0.237 -0.556
H -0.097731 -3.396272 0.611724 1.460 -1.382 0.726
```
Forces are in eV/Å.

Values from the calculation:
- Maximum force: 0.0847 hartree/bohr
- ΔE to the lowest compared entry with this formula, charge and spin: 1.9019 eV
- E_LUMO: 0.031 Ha
- Structure (SMILES): CC(C)=NC[SiH2]c1ccccc1

natural (NBO) population analysis, charges in e, atoms 1 to 6: C -0.186; C -0.219; C -0.227; C -0.197; C -0.195; C -0.436